{"formula": "C11H13NO", "method": "ωB97M-V/def2-TZVPD", "elements": ["O", "N", "C", "C", "C", "C", "C", "C", "C", "C", "C", "C", "C", "H", "H", "H", "H", "H", "H", "H", "H", "H", "H", "H", "H", "H"], "xyz": [[2.342, 2.128, 0.001], [-3.432, 0.150, -0.687], [-1.265, -1.073, -0.237], [2.660, -1.459, 0.001], [-0.828, 1.084, -0.165], [-1.258, 0.794, 1.306], [2.815, -0.132, 0.059], [0.237, -0.951, -0.388], [1.767, 0.709, -0.192], [-1.921, 0.174, -1.028], [-1.488, -0.742, 1.311], [0.448, 0.416, -0.404], [1.237, -1.905, -0.179], [-1.877, 0.340, -2.123], [-1.842, -2.039, -0.537], [-1.106, -1.347, 2.147], [-0.740, 2.268, -0.077], [3.453, -2.211, 0.116], [-3.820, -0.877, 0.463], [3.668, 0.721, 0.602], [-0.475, 1.339, 1.862], [1.635, 2.770, -0.724], [-2.370, 1.321, 1.238], [0.846, -2.841, -0.162], [-3.936, 1.715, -0.009], [-2.567, -0.722, 1.496]], "homo_lumo_gap_ev": 7.803, "fmax_ev_per_a": 7.01, "energy_ev": -15144.0156, "e_above_lowest_kcal_mol": 263.5}



{"formula": "C42H39INO5PPdTe", "method": "ωB97M-V/def2-TZVPD", "elements": ["I", "Te", "Pd", "P", "O", "O", "O", "O", "O", "N", "C", "C", "C", "C", "C", "C", "C", "C", "C", "C", "C", "C", "C", "C", "C", "C", "C", "C", "C", "C", "C", "C", "C", "C", "C", "C", "C", "C", "C", "C", "C", "C", "C", "C", "C", "C", "C", "C", "C", "C", "C", "C", "H", "H", "H", "H", "H", "H", "H", "H", "H", "H", "H", "H", "H", "H", "H", "H", "H", "H", "H", "H", "H", "H", "H", "H", "H", "H", "H", "H", "H", "H", "H", "H", "H", "H", "H", "H", "H", "H", "H"], "xyz": [[1.869, 2.150, 1.407], [1.046, 0.954, -5.138], [1.500, -0.250, 0.064], [0.901, -2.360, -1.211], [1.197, -0.994, 3.035], [1.831, -2.994, -2.379], [0.762, -3.592, -0.166], [-0.494, -2.570, -1.997], [-0.375, -1.058, 0.905], [-0.359, 0.860, -1.027], [-0.988, -0.169, 1.560], [-1.771, -2.446, -1.404], [5.548, -1.289, -1.198], [-2.734, 1.521, 1.656], [-0.047, -1.214, 5.065], [1.516, -4.221, -3.022], [-0.585, -1.981, 7.681], [-3.808, 4.258, -2.277], [-3.422, 1.950, -1.744], [-0.136, 1.293, -2.384], [-4.191, 2.929, -2.348], [4.001, 1.900, 1.056], [-1.738, 0.882, 0.929], [6.218, 2.768, 1.322], [-0.328, -0.651, 7.385], [4.452, 0.771, 0.347], [-2.280, 2.311, -1.043], [4.833, 2.884, 1.514], [-3.352, 0.980, -5.498], [1.021, 0.554, -3.012], [-0.053, -0.267, 6.084], [0.144, -0.823, 3.635], [-1.030, 0.391, -5.301], [-4.111, 1.888, 3.713], [6.716, 1.698, 0.636], [3.608, -0.260, -0.149], [-0.562, -2.928, 6.670], [4.177, -1.258, -0.911], [5.861, 0.710, 0.108], [-1.015, -0.192, 3.000], [-1.897, 3.646, -0.964], [1.469, -3.583, 1.061], [-1.408, 1.285, -0.414], [-1.389, -0.936, -5.113], [-0.289, -2.548, 5.368], [-2.661, 4.615, -1.588], [6.376, -0.338, -0.678], [-2.017, 1.346, -5.508], [-2.726, -1.298, -5.100], [-2.954, 1.256, 3.001], [-2.035, 0.461, 3.677], [-3.710, -0.339, -5.280], [7.438, -0.368, -0.865], [6.874, 3.531, 1.716], [-0.803, -2.283, 8.695], [3.569, -2.050, -1.326], [-2.107, 0.367, 4.752], [-3.924, 2.948, 3.889], [0.061, 2.376, -2.419], [-1.746, 2.381, -5.675], [4.435, 3.749, 2.021], [-1.045, 1.104, -2.973], [-0.625, -1.690, -4.971], [-0.273, -3.282, 4.575], [-5.089, 2.649, -2.876], [-2.358, 5.649, -1.536], [7.780, 1.594, 0.472], [2.462, -4.695, -3.290], [-4.116, 1.726, -5.662], [-4.754, -0.624, -5.257], [-3.000, -2.333, -4.958], [1.509, -2.572, 1.491], [0.945, -4.879, -2.366], [0.902, -0.519, -2.882], [-0.756, -3.968, 6.892], [-3.703, 0.908, -1.816], [5.949, -2.077, -1.819], [-1.002, 3.910, -0.412], [1.979, 0.872, -2.592], [0.929, -4.247, 1.737], [-4.286, 1.404, 4.671], [-0.344, 0.094, 8.168], [-1.711, -2.000, -0.412], [-2.220, -3.436, -1.322], [-3.342, 2.269, 1.169], [-5.009, 1.799, 3.105], [0.933, -4.028, -3.923], [-2.380, -1.818, -2.056], [0.163, 0.766, 5.854], [-4.406, 5.020, -2.751], [2.490, -3.947, 0.930]], "homo_lumo_gap_ev": 6.376, "fmax_ev_per_a": 1.98, "energy_ev": -84076.6258}



{"formula": "C27H46BO21P2S", "method": "ωB97M-V/def2-TZVPD", "elements": ["S", "P", "P", "O", "O", "O", "O", "O", "O", "O", "O", "O", "O", "O", "O", "O", "O", "O", "O", "O", "O", "O", "O", "O", "C", "C", "C", "C", "C", "C", "C", "C", "C", "C", "C", "C", "C", "C", "C", "C", "C", "C", "C", "C", "C", "C", "C", "C", "C", "C", "C", "B", "H", "H", "H", "H", "H", "H", "H", "H", "H", "H", "H", "H", "H", "H", "H", "H", "H", "H", "H", "H", "H", "H", "H", "H", "H", "H", "H", "H", "H", "H", "H", "H", "H", "H", "H", "H", "H", "H", "H", "H", "H", "H", "H", "H", "H", "H"], "xyz": [[-0.302, -4.966, 0.013], [-3.781, -1.922, 5.537], [-2.059, -4.743, 0.933], [-2.133, 2.836, -1.878], [-0.314, -0.649, -4.949], [-6.285, 7.059, 0.853], [2.404, 0.501, 1.084], [9.676, -9.496, 1.979], [8.195, -2.101, -0.679], [1.034, -0.210, -6.665], [3.898, 2.180, 1.197], [-1.681, -2.123, 2.165], [-3.116, -3.460, 3.397], [6.750, -2.090, 1.008], [1.839, -1.329, -4.883], [-3.420, 1.405, -3.023], [8.028, -8.021, 2.215], [-3.479, -0.273, 5.452], [-8.298, 8.058, 0.651], [-4.315, 3.229, -2.030], [1.793, 2.552, 0.490], [8.749, -3.105, 1.253], [-6.866, 8.114, -1.050], [7.792, -10.102, 3.054], [8.428, -9.284, 2.476], [-1.864, -1.490, 3.428], [9.178, -7.266, 1.771], [-0.290, 0.128, -7.083], [-10.327, 8.990, -0.312], [-3.314, 2.392, -2.371], [-7.071, 7.683, 0.221], [0.737, 1.667, 0.071], [7.965, -2.492, 0.597], [2.801, 1.776, 0.952], [-2.493, 0.095, -5.784], [-4.530, 5.463, -1.076], [8.795, -6.141, 0.848], [-1.005, 0.319, -5.763], [4.751, -1.090, -0.011], [-2.543, -2.573, 4.322], [-2.892, -2.319, 7.100], [-3.810, 4.143, -1.027], [10.008, -8.371, 1.156], [0.940, -0.789, -5.435], [6.957, -1.592, -1.201], [0.953, 0.462, 0.957], [6.253, -1.119, 0.051], [0.457, -0.853, 0.431], [-8.821, 9.025, -0.281], [-2.339, 4.168, -1.388], [-8.118, 8.597, -1.551], [-1.948, -3.539, 2.461], [7.155, -0.804, -1.923], [-0.996, -4.021, 3.088], [-0.624, -0.905, 0.530], [-0.234, 2.134, 0.215], [-0.267, 1.019, -7.706], [9.699, -8.589, 0.131], [-2.888, -0.009, -4.778], [4.354, -1.998, -0.470], [-5.605, 5.304, -1.076], [4.424, -0.231, -0.592], [0.882, 1.443, -0.988], [-3.952, 3.663, -0.055], [0.539, 0.645, 1.953], [11.079, -8.190, 1.186], [-4.272, 6.011, -1.986], [-3.033, -4.385, -0.023], [9.647, -5.486, 0.680], [-8.466, 10.009, 0.039], [-0.921, -1.138, 3.866], [6.635, -0.143, 0.362], [-3.576, 0.129, 6.311], [4.329, -1.015, 0.986], [-2.543, -0.650, 3.246], [6.421, -2.411, -1.686], [-8.634, 7.771, -2.046], [0.731, -1.000, -0.617], [-0.782, 1.306, -5.346], [-2.118, 4.871, -2.195], [-2.758, -0.805, -6.344], [-3.167, -3.327, 7.418], [0.873, -1.681, 1.000], [-2.977, 0.952, -6.254], [-1.684, 4.364, -0.542], [8.448, -6.527, -0.113], [-7.952, 9.404, -2.260], [9.669, -6.873, 2.665], [-1.805, -2.237, 6.991], [-10.688, 8.068, -0.769], [-3.225, -1.611, 7.869], [-10.711, 9.837, -0.880], [7.992, -5.549, 1.281], [-2.497, -5.993, 1.403], [-10.727, 9.038, 0.700], [-1.769, -3.090, 4.912], [-4.273, 6.072, -0.214], [-0.703, -0.709, -7.651]], "homo_lumo_gap_ev": 5.749, "total_charge": -1, "fmax_ev_per_a": 0.92, "energy_ev": -101836.9259}



{"formula": "C3H4NO2S", "method": "ωB97M-V/def2-TZVPD", "elements": ["S", "O", "O", "N", "C", "C", "C", "H", "H", "H", "H"], "xyz": [[-3.268, 0.345, 0.386], [-0.767, -1.002, 0.897], [-0.991, -1.318, -1.450], [0.535, 0.065, -0.850], [1.471, 0.338, -0.150], [-1.539, 0.248, 0.477], [-0.663, -0.504, -0.420], [-0.966, 0.980, 0.998], [-1.851, -1.752, -1.449], [1.789, 0.259, 0.927], [2.344, 0.865, -0.470]], "homo_lumo_gap_ev": 6.902, "total_charge": -1, "fmax_ev_per_a": 6.32, "smiles": "C=N[C@@]1(O)O[C@@H]1[S-]", "energy_ev": -19594.9944, "e_above_lowest_kcal_mol": 52.8}



{"formula": "C4H17NO3", "method": "ωB97M-V/def2-TZVPD", "elements": ["O", "O", "O", "N", "C", "C", "C", "C", "H", "H", "H", "H", "H", "H", "H", "H", "H", "H", "H", "H", "H", "H", "H", "H", "H"], "xyz": [[-0.744, -1.764, 1.762], [2.200, 0.824, 1.605], [0.643, -0.347, 3.449], [0.859, -1.227, -0.201], [-0.882, 0.364, -1.399], [0.281, -0.667, -1.416], [-1.259, 0.772, -2.821], [-0.873, 1.584, -0.367], [-1.251, -2.075, 1.080], [-1.789, 2.286, -0.395], [1.576, 0.222, 1.989], [-0.028, -1.578, -1.908], [1.201, -0.499, 0.387], [-0.816, 0.092, -3.583], [-1.817, -0.279, -1.070], [0.133, 2.151, -0.448], [-0.769, 1.684, -2.984], [2.025, 1.599, 2.053], [0.170, -2.107, 1.691], [-2.226, 1.023, -3.103], [1.703, -1.743, -0.507], [0.456, -1.238, 3.449], [0.950, -0.172, -2.107], [-0.876, 1.297, 0.623], [1.131, -0.200, 4.222]], "homo_lumo_gap_ev": 9.645, "fmax_ev_per_a": 4.98, "smiles": "CC(C)CN.O.O.O", "energy_ev": -12054.6365, "e_above_lowest_kcal_mol": 48.7}



{"formula": "CH7IN7O", "method": "ωB97M-V/def2-TZVPD", "elements": ["I", "O", "N", "N", "N", "N", "N", "N", "N", "C", "H", "H", "H", "H", "H", "H", "H"], "xyz": [[0.851, 1.386, -2.059], [-2.159, 1.116, -0.640], [-0.035, -0.774, 1.467], [0.721, -0.742, -1.615], [-0.402, 0.343, 1.531], [1.804, -1.310, -1.004], [-1.002, 1.313, 1.693], [1.118, -1.351, 1.215], [1.958, -0.733, 0.289], [-2.322, 1.772, 0.475], [0.578, -1.195, -2.513], [1.034, -2.371, 1.194], [-2.550, 0.233, -0.673], [-3.157, 1.548, 1.136], [-2.053, 2.821, 0.401], [2.922, -0.751, 0.611], [2.693, -1.304, -1.507]], "homo_lumo_gap_ev": 7.944, "total_charge": 1, "fmax_ev_per_a": 2.14, "energy_ev": -21714.8281, "e_above_lowest_kcal_mol": 6.2}



{"formula": "C3H4O2Pr", "method": "ωB97M-V/def2-TZVPD", "elements": ["Pr", "O", "O", "C", "C", "C", "H", "H", "H", "H"], "xyz": [[-0.148, 2.133, -0.661], [-0.412, -1.683, -0.349], [-0.907, 0.296, 0.834], [1.492, -1.003, 0.448], [0.923, -2.251, -0.227], [-0.067, -0.522, 0.296], [1.325, -2.463, -1.225], [2.437, -0.665, 0.008], [1.695, -1.044, 1.528], [0.882, -3.156, 0.391]], "homo_lumo_gap_ev": [7.827, 10.201], "spin_multiplicity": 4, "total_charge": 2, "fmax_ev_per_a": 4.68, "energy_ev": -21319.6283, "s2": 3.75, "e_above_lowest_kcal_mol": 0.0}



{"formula": "H16O8", "method": "ωB97M-V/def2-TZVPD", "elements": ["O", "O", "O", "O", "O", "O", "O", "O", "H", "H", "H", "H", "H", "H", "H", "H", "H", "H", "H", "H", "H", "H", "H", "H"], "xyz": [[4.895, 0.131, -0.510], [0.803, -0.594, 0.465], [2.194, -1.580, 1.789], [-4.415, -0.660, 1.170], [-0.986, 3.725, -1.301], [0.109, 3.124, 1.137], [-3.640, -1.750, -0.717], [0.665, -2.770, -1.070], [1.307, -3.425, -1.366], [2.821, -2.066, 1.242], [1.146, -1.936, -1.104], [-0.526, 2.523, 1.543], [0.358, 0.168, 0.078], [-1.854, 3.530, -1.672], [-3.637, -1.807, -1.679], [-1.111, 3.632, -0.350], [-0.250, 4.000, 1.318], [-3.508, -0.361, 1.043], [5.127, 0.076, -1.444], [-4.745, -0.796, 0.275], [2.186, -0.695, 1.408], [5.591, 0.677, -0.128], [0.177, -1.317, 0.346], [-2.711, -1.828, -0.474]], "homo_lumo_gap_ev": 9.969, "fmax_ev_per_a": 3.44, "smiles": "O.O.O.O.O.O.O.O", "energy_ev": -16638.0019, "e_above_lowest_kcal_mol": 92.4}